No. 1
Here is 3 unconnected molecules or ions with the total composition C2H8O2 in a non-equilibrium geometry from the Open Molecules 2025 dataset. Energies are from ωB97M-V with the def2-TZVPD basis set.

Structure (ORCA input):
```
! RIJCOSX wB97M-V def2-TZVPD def2/J DEFGRID3
* xyz 0 1
O 1.13 0.52 1.41
H 1.83 -0.16 1.40
H 0.56 0.27 0.65
H 3.59 5.87 -0.22
C -1.32 -1.32 -0.15
O -0.32 -0.53 -0.53
C -1.71 -2.39 -1.03
H -2.15 -0.58 -0.03
H -1.07 -1.87 0.82
H -2.60 -2.94 -0.79
H -1.27 -2.65 -1.99
H 3.32 5.79 0.46
*
```

Its energy above the lowest of the compared OMol25 structures with the same formula, charge and spin is 119.3 kcal/mol. The LUMO energy comes out at -2.454 eV. For the highest occupied orbital energy, the calculation gives -9.31 eV.

No. 2
Here is a single C2H2N2O2 molecule in a non-equilibrium geometry from the Open Molecules 2025 dataset. Energies are from ωB97M-V with the def2-TZVPD basis set.

Structure (ORCA input):
```
! RIJCOSX wB97M-V def2-TZVPD def2/J DEFGRID3
* xyz 0 1
O 0.27 -1.41 0.10
C -0.80 -0.73 0.04
C -0.75 0.62 0.06
N 0.53 1.00 0.12
N 1.46 0.28 0.03
O 2.64 0.05 0.04
H -1.85 -1.07 -0.25
H -1.50 1.26 -0.14
*
```

As for the SMILES: O=C/C=N\N=O. Its energy above the lowest of the compared OMol25 structures with the same formula, charge and spin is 124.1 kcal/mol. The LUMO energy (spin up / spin down) comes out at -0.668 / -0.669 eV. For the highest occupied orbital energy (spin up / spin down), the calculation gives -9.00 / -9.00 eV.

No. 3
Here is 2 unconnected molecules or ions with the total composition C4H12S in a non-equilibrium geometry from the Open Molecules 2025 dataset. Energies are from ωB97M-V with the def2-TZVPD basis set.

Structure (ORCA input):
```
! RIJCOSX wB97M-V def2-TZVPD def2/J DEFGRID3
* xyz 0 1
C -3.03 -2.19 0.12
C -2.04 -1.01 0.00
C -2.40 -0.14 -1.22
H -3.25 -2.52 -0.89
H -2.69 -2.97 0.79
H -3.99 -1.81 0.46
H -2.02 -0.34 0.86
H -1.05 -1.43 -0.15
H -1.52 0.32 -1.66
H -3.24 0.53 -1.00
H -2.77 -0.78 -2.04
C 2.20 2.30 0.48
S 2.74 0.49 0.34
H 1.69 2.53 -0.45
H 3.13 2.81 0.65
H 1.50 2.33 1.31
H 1.50 0.04 0.09
*
```

As for the SMILES: CCC.CS. Its energy above the lowest of the compared OMol25 structures with the same formula, charge and spin is 8.1 kcal/mol. The LUMO energy comes out at 0.868 eV. For the highest occupied orbital energy, the calculation gives -9.06 eV.

No. 4
Here is 2 unconnected molecules or ions with the total composition C5H14 in a non-equilibrium geometry from the Open Molecules 2025 dataset. Energies are from ωB97M-V with the def2-TZVPD basis set.

Structure (ORCA input):
```
! RIJCOSX wB97M-V def2-TZVPD def2/J DEFGRID3
* xyz 0 1
C 1.01 -1.83 -1.66
C 0.25 -0.49 -1.58
C -0.40 -0.15 -2.94
H 1.70 -1.97 -2.48
H 1.64 -1.92 -0.77
H 0.21 -2.58 -1.58
H 0.97 0.34 -1.50
H -0.33 -0.42 -0.66
H -0.86 -1.03 -3.40
H 0.41 0.06 -3.63
H -1.09 0.69 -2.87
C 0.17 0.77 2.86
C -1.04 1.65 3.17
H 0.79 1.24 2.11
H 0.71 0.59 3.78
H -0.01 -0.22 2.44
H -1.64 1.64 2.24
H -0.81 2.68 3.39
H -1.75 1.26 3.87
*
```

As for the SMILES: CCC.CC. Its energy above the lowest of the compared OMol25 structures with the same formula, charge and spin is 11.8 kcal/mol. The LUMO energy comes out at 1.042 eV. For the highest occupied orbital energy, the calculation gives -11.16 eV.

No. 5
Here is a molecular structure, C11H8BeNO5 in a non-equilibrium geometry from the Open Molecules 2025 dataset. Energies are from ωB97M-V with the def2-TZVPD basis set.

Structure (ORCA input):
```
! RIJCOSX wB97M-V def2-TZVPD def2/J DEFGRID3
* xyz 1 1
O 3.24 1.09 0.38
C 2.42 0.55 -0.22
Be 1.42 -0.64 -1.07
O -0.03 1.59 -2.30
C 0.61 0.72 -1.91
C 0.37 -1.86 -1.74
O -0.16 -2.84 -2.05
C 2.48 -2.25 -0.36
O 2.24 -3.43 -0.34
C 2.78 -1.17 -2.16
O 3.68 -1.61 -2.78
H 3.18 -1.76 0.39
N 0.03 -0.79 1.05
C -0.93 0.21 1.01
C -0.73 1.40 1.72
C -1.75 2.37 1.70
C -2.93 2.16 0.95
C -3.04 1.00 0.17
C -2.03 0.03 0.16
H 0.71 -0.71 1.79
H -0.32 -1.73 0.91
H 0.18 1.53 2.31
H -1.65 3.29 2.29
H -3.76 2.88 1.01
H -3.94 0.84 -0.44
H -2.09 -0.87 -0.46
*
```

Its energy above the lowest of the compared OMol25 structures with the same formula, charge and spin is 46.6 kcal/mol. The LUMO energy comes out at -5.475 eV. For the highest occupied orbital energy, the calculation gives -11.87 eV.

No. 6
Here is 10 unconnected molecules or ions with the total composition C4H27NO11S in a non-equilibrium geometry from the Open Molecules 2025 dataset. Energies are from ωB97M-V with the def2-TZVPD basis set.

Structure (ORCA input):
```
! RIJCOSX wB97M-V def2-TZVPD def2/J DEFGRID3
* xyz 0 1
N 1.88 -0.60 1.72
C 0.43 -0.50 1.43
C -0.47 0.14 2.48
C -0.21 1.65 2.68
S -0.12 2.57 1.10
C 0.03 -1.97 1.30
O 0.18 -2.89 2.05
O -0.45 -2.15 0.02
H 2.23 0.33 1.93
H 1.97 -1.18 2.55
H 0.41 -0.02 0.46
H -1.53 0.00 2.31
H -0.16 -0.32 3.42
H -1.09 2.00 3.20
H 0.69 1.87 3.24
H 1.13 3.00 1.29
H -0.89 -3.00 -0.13
O 0.12 -2.02 -2.69
H 0.89 -2.61 -2.74
H 0.42 -1.51 -1.92
O -1.92 0.38 -1.04
H -1.40 -0.37 -0.71
H -2.59 0.05 -1.64
O -4.43 0.82 0.06
H -4.19 1.72 0.28
H -3.71 0.29 0.42
O -2.62 -3.01 2.64
H -2.39 -2.34 3.28
H -1.85 -3.23 2.10
O 0.76 0.20 -4.37
H 0.61 -0.58 -3.80
H 0.06 0.05 -5.02
O 2.89 -1.83 -1.68
H 3.82 -2.10 -1.62
H 2.62 -2.00 -0.76
O 3.07 1.98 -3.31
H 2.64 1.23 -3.74
H 3.46 1.56 -2.53
O 2.94 2.37 2.48
H 3.13 2.04 3.37
H 3.73 2.86 2.25
O -2.21 2.09 -3.53
H -2.28 2.25 -2.59
H -1.53 1.42 -3.64
*
```

As for the SMILES: N[C@H](CCS)C(=O)O.O.O.O.O.O.O.O.O.O. Its energy above the lowest of the compared OMol25 structures with the same formula, charge and spin is 43.9 kcal/mol. The LUMO energy comes out at -0.211 eV. For the highest occupied orbital energy, the calculation gives -9.27 eV.